# 1
93
Properties=species:S:1:pos:R:3:forces:R:3 method="wB97M-V/def2-TZVPD" e_lumo_ev="-11.91 / -15.62" charge=+4 homo_ev="-18.1 / -18.5" spin_multiplicity=6
Os -0.667556 -0.254030 0.651069 -4.78 -0.03 -1.18
C 5.139896 0.786707 0.462441 -0.89 -0.08 -0.49
Ge 3.362895 0.910378 1.394490 3.07 -0.28 1.59
C 3.460165 2.704083 2.229372 -0.76 0.57 -0.12
C 3.570655 -0.353491 2.963143 0.02 0.01 -0.04
Ge 1.495932 0.229112 -0.066053 2.99 -0.04 -1.44
C 1.897621 1.230136 -1.664960 -0.62 -0.77 -0.21
C 2.850404 2.221227 -1.800001 -0.43 0.68 -0.36
C 3.012228 2.794047 -3.077683 0.60 0.09 0.26
C 2.303058 2.362368 -4.194754 -0.04 0.07 -0.07
C 1.427981 1.282169 -4.034565 -0.36 0.00 -0.65
C 1.234231 0.718101 -2.799061 -0.28 -0.05 0.52
C 2.520271 -1.446644 -0.380230 -0.46 0.54 0.13
C 3.209400 -1.642326 -1.569639 1.14 -0.92 -1.52
C 3.717317 -2.910093 -1.904985 -0.04 0.81 -1.05
C 3.616639 -3.962312 -1.001459 0.78 -0.79 -0.26
C 2.999445 -3.750356 0.224972 -0.98 0.81 0.71
C 2.463098 -2.499341 0.520195 0.14 -1.45 1.31
H 5.922279 1.026575 1.171610 -0.01 -0.14 0.51
H 5.269931 1.519558 -0.338392 -0.24 -0.22 -0.04
H 5.289679 -0.218974 0.067145 0.15 0.11 0.00
H 3.857447 2.564317 3.247957 -0.06 -0.14 -0.39
H 2.447841 3.142943 2.323171 0.62 0.19 -0.06
H 4.152161 3.377089 1.672125 -0.70 -0.49 0.30
H 4.632714 -0.276669 3.319832 -0.91 0.12 -0.40
H 3.413941 -1.410470 2.676417 0.03 0.61 0.38
H 2.914812 -0.055459 3.813597 0.34 -0.34 -0.53
H 3.401045 2.622322 -0.931666 -0.28 -0.24 -0.67
H 3.767798 3.564688 -3.170102 -0.13 0.12 -0.18
H 2.422085 2.853726 -5.178800 0.05 -0.41 0.75
H 0.847283 0.845944 -4.846468 0.37 0.33 -0.18
H 0.549883 -0.153229 -2.729100 0.42 0.57 0.09
H 3.329665 -0.852494 -2.301225 0.03 0.08 0.15
H 4.191635 -3.077073 -2.901806 -0.41 0.26 1.01
H 4.089175 -4.946266 -1.202307 -0.40 0.80 0.00
H 2.899084 -4.556694 0.934937 0.08 -0.08 0.08
H 2.001313 -2.345128 1.504705 0.17 -0.14 -0.42
C -0.840392 -2.943948 -0.574729 0.17 -0.05 -0.27
N -1.487608 -4.051186 -1.221470 0.81 1.47 -0.13
C -2.372789 -4.638401 -0.268249 0.58 -3.00 0.74
N -3.387391 -3.784716 0.242386 0.65 1.74 0.34
C -2.738677 -2.645471 0.900178 -0.69 -0.68 0.42
N -1.843027 -1.919475 -0.057377 0.73 -0.10 0.11
C -2.639897 -1.484091 -1.222582 -0.66 0.37 -1.42
N -3.272631 -2.591670 -1.885219 -0.02 0.01 0.59
C -2.258506 -3.513306 -2.330600 0.03 -0.61 -1.09
C -4.099099 -3.318652 -0.932816 -1.76 0.32 0.18
H -0.225925 -2.365299 -1.259231 0.30 -0.30 -0.29
H -0.228632 -3.291100 0.261303 -0.08 0.02 0.05
H -1.746534 -5.013905 0.546266 -0.16 -0.13 0.13
H -2.855671 -5.509853 -0.731787 0.13 0.15 0.15
H -2.151424 -3.028991 1.750951 -0.04 0.16 -0.35
H -3.494441 -1.964178 1.287264 -0.05 0.11 -0.12
H -1.939746 -1.024511 -1.953202 -0.26 -0.01 0.35
H -3.405361 -0.750868 -0.932393 0.28 -0.17 0.20
H -1.594891 -2.956361 -2.990266 0.13 -0.38 -0.36
H -2.757149 -4.358845 -2.831038 0.36 0.42 -0.13
H -4.504223 -4.219735 -1.406771 -0.19 0.43 -0.09
H -4.902503 -2.663262 -0.596819 -0.25 -0.08 -0.15
C -1.099117 4.404943 -2.420029 -0.01 0.21 0.52
N -2.066784 3.411424 -1.849610 -0.33 -0.08 0.00
C -3.012375 2.833041 -2.862228 -0.16 -0.16 -0.41
C -1.366740 2.343708 -1.010923 2.01 1.51 -0.87
C -1.971811 2.313344 0.334554 -0.75 -0.55 0.70
C -2.417765 3.504189 0.956538 -0.13 -0.61 -0.18
C -3.441803 3.471763 1.870696 -0.20 -0.53 0.69
C -4.007769 2.228681 2.228776 0.25 0.29 -0.05
C -3.434218 1.046035 1.780284 0.88 -0.44 -0.18
C -2.305368 1.075777 0.895092 -0.63 -0.21 0.56
H -1.647022 5.238504 -2.866184 0.04 -0.20 0.02
H -0.480888 3.907102 -3.159324 0.13 -0.03 -0.02
H -0.503760 4.761056 -1.562017 -0.09 -0.01 -0.61
H -2.656853 3.931606 -1.181875 0.16 -0.19 -0.31
H -2.446704 2.366079 -3.707026 -0.43 0.48 0.79
H -3.675749 3.639943 -3.217964 0.43 -0.38 -0.02
H -3.630972 2.090165 -2.340947 0.19 0.14 -0.25
H -0.318030 2.696410 -0.956276 -0.36 -0.24 -0.22
H -1.338796 1.409023 -1.581835 -0.31 0.12 0.26
H -1.991401 4.457290 0.724923 0.19 0.54 -0.49
H -3.816524 4.393299 2.317977 0.09 -0.26 -0.14
H -4.845591 2.233073 2.915194 -0.10 -0.22 -0.15
H -3.855284 0.070157 2.065582 0.24 0.59 0.16
I -0.379519 2.617268 5.775595 0.23 -0.33 -0.44
C -0.152319 0.922878 4.589862 0.20 0.52 1.47
C 0.031279 -0.284222 5.264956 -0.20 -0.63 -0.17
C -0.044861 -1.478311 4.530904 -0.09 0.54 0.64
C -0.219355 -1.400062 3.163887 -0.09 1.06 0.60
N -0.485387 -0.198067 2.554119 1.81 1.10 2.48
C -0.349554 0.991143 3.233404 -0.82 -1.77 -0.06
H 0.223573 -0.250105 6.331059 -0.10 -0.39 -0.01
H -0.016248 -2.432978 5.042151 0.35 -0.01 -0.11
H -0.094069 -2.259350 2.511592 -0.37 0.05 0.08
H -0.449120 1.938567 2.751357 -0.27 0.20 -0.70

***

# 2
131
Properties=species:S:1:pos:R:3:forces:R:3 method="wB97M-V/def2-TZVPD" smiles="c1ccc(-c2cccc3c2Sc2ccccc2N3)nc1.O=S1(=O)OCCO1.O=S1(=O)OCCO1.O=S1(=O)OCCO1.O=S1(=O)OCCO1.O=S1(=O)OCCO1.O=S1(=O)OCCO1.O=S1(=O)OCCO1.O=S1(=O)OCCO1.O=S1(=O)OCCO1" e_lumo_ev=-0.04 charge=0 homo_ev=-7.6 spin_multiplicity=1
C -2.335394 -3.874887 3.941044 1.67 2.75 0.76
C -2.453517 -2.773541 5.032446 3.56 -0.14 -4.05
C -1.373609 -1.675505 4.825407 -1.02 -2.82 -1.28
C -0.389655 -1.794706 3.663960 0.68 1.10 0.62
C 0.659262 -0.559562 3.518526 0.99 2.13 -0.44
C 1.960527 -0.412774 4.365678 -1.18 3.09 -3.10
C 2.861146 0.846062 4.085241 -2.60 -0.57 -1.49
C 2.506915 1.953436 3.009213 -2.27 -2.95 0.72
C 1.161970 1.820609 2.176437 1.74 -2.79 2.78
C 0.281042 0.528611 2.463998 2.46 1.49 1.06
S -1.289179 0.463767 1.438668 0.64 1.44 1.29
C -1.844303 2.251982 1.557059 0.32 2.66 0.33
C -3.327028 2.640452 1.819020 3.02 2.36 -0.14
C -3.693740 4.151760 1.951256 3.76 -1.58 -0.73
C -2.549039 5.197349 1.797378 0.54 -3.03 -0.40
C -1.046105 4.808382 1.507703 -2.24 -2.82 0.39
C -0.655387 3.297261 1.402301 -3.84 1.38 0.47
N 0.744221 2.813905 1.147836 -1.65 -0.36 2.46
N -0.209123 -2.799934 2.664572 -4.67 0.03 4.74
C -1.223746 -3.783290 2.893915 -0.72 -0.37 0.36
H -3.076826 -4.748895 3.924486 1.43 1.44 -0.09
H -3.244128 -2.792379 5.853390 1.37 0.14 -1.33
H -1.320245 -0.783338 5.540813 0.08 -1.45 -1.39
H 2.234407 -1.181362 5.165677 -0.39 1.27 -1.43
H 3.820904 0.925771 4.729748 -1.80 0.03 -1.44
H 3.235131 2.839381 2.849953 -1.48 -1.69 0.29
H -4.095564 1.791105 1.940314 1.41 1.63 -0.23
H -4.791177 4.412314 2.179442 2.12 -0.19 -0.47
H -2.821239 6.301024 1.899429 0.52 -1.92 -0.12
H -0.224919 5.611704 1.372357 -1.72 -1.39 0.33
H 1.400187 3.618901 1.118327 -0.67 -0.85 0.12
H -1.184799 -4.665318 2.139173 -0.11 1.66 1.41
O 5.433194 -2.146379 4.106763 0.14 -0.93 0.47
S 5.240877 -3.473487 4.618908 -0.20 -0.22 0.42
O 5.938277 -3.974212 5.765204 -4.26 2.62 0.23
O 5.438552 -4.521272 3.393973 -2.39 1.60 2.69
C 4.247569 -5.293089 3.230197 -0.34 -0.29 0.46
C 3.114046 -4.398635 3.714271 -0.11 0.17 -0.71
O 3.644689 -3.706811 4.842472 0.48 -0.22 0.12
H 4.335226 -6.189899 3.850125 -0.04 0.01 -0.08
H 4.124294 -5.584988 2.185565 0.19 0.19 0.04
H 2.225757 -4.966278 3.993768 0.13 0.13 0.20
H 2.846662 -3.655473 2.956640 -0.07 -0.10 -0.01
O 6.804161 -4.913805 1.920593 2.05 -2.26 -2.13
S 6.984867 -6.326350 1.767809 0.44 0.74 -0.12
O 6.623628 -7.271174 2.783209 0.04 0.78 -0.71
O 8.526329 -6.598760 1.330741 -0.66 0.21 -0.01
C 8.554336 -7.286720 0.080421 -0.08 -0.52 -0.25
C 7.285604 -6.859611 -0.644056 0.40 0.41 -0.35
O 6.286636 -6.781608 0.372430 0.31 -0.33 0.73
H 8.550167 -8.361792 0.282751 0.00 0.04 -0.08
H 9.455204 -7.026468 -0.477143 -0.07 0.14 0.23
H 6.991186 -7.567361 -1.419515 -0.17 0.01 0.24
H 7.398338 -5.864348 -1.084263 0.05 -0.09 -0.02
O 2.780242 -0.514190 -3.805052 -0.23 0.97 -0.05
S 1.992233 0.670571 -3.612499 -0.53 0.14 0.61
O 2.368253 1.948211 -4.141281 -0.02 -1.14 0.05
O 1.699059 0.831083 -2.026166 0.38 -0.48 -1.12
C 0.287377 0.844394 -1.798845 -0.70 0.28 0.03
C -0.309466 0.020200 -2.928785 -0.09 -0.47 0.61
O 0.470906 0.349313 -4.079528 0.85 0.56 0.05
H -0.055110 1.882156 -1.843357 -0.02 -0.08 0.06
H 0.054672 0.428395 -0.817831 0.27 0.08 -0.14
H -1.362038 0.248044 -3.098940 0.20 0.10 -0.19
H -0.195757 -1.051301 -2.738549 -0.06 0.06 0.04
O -4.530313 0.525621 -0.900947 -0.73 0.91 -0.03
S -5.779515 1.229700 -0.863353 -0.09 -0.58 0.18
O -5.969120 2.512254 -1.474463 0.31 -0.89 0.19
O -6.264991 1.317656 0.685377 0.38 -0.19 -0.50
C -7.544428 0.700616 0.819167 -0.60 0.02 -0.11
C -7.598160 -0.359388 -0.272611 0.27 -0.31 0.53
O -6.944482 0.229866 -1.396785 2.51 1.97 3.49
H -8.310066 1.466214 0.663442 0.00 -0.08 0.01
H -7.657769 0.272401 1.816187 0.25 0.11 -0.08
H -8.619942 -0.642534 -0.527546 0.15 0.17 -0.24
H -7.034833 -1.252138 0.016351 -0.09 0.02 0.06
O -2.728385 8.504939 2.613135 0.86 0.17 -0.71
S -1.929128 8.836969 1.469335 -0.10 0.31 -0.18
O -0.672749 8.208153 1.189296 -1.03 0.22 0.39
O -1.719754 10.446247 1.448146 -0.40 -0.84 0.17
C -2.228592 10.978409 0.224256 0.08 0.09 -0.67
C -3.339792 10.028130 -0.197012 -0.44 0.52 0.20
O -2.863976 8.726898 0.146674 0.89 0.03 0.49
H -1.416209 10.985355 -0.508029 -0.08 0.02 0.01
H -2.590901 11.996525 0.372990 0.08 -0.16 0.23
H -3.557754 10.089213 -1.263539 0.13 -0.26 0.10
H -4.255426 10.214395 0.372110 0.04 0.06 -0.08
O 8.964539 -2.774262 5.603427 -0.31 -1.11 -0.09
S 8.840644 -4.185696 5.384276 -0.36 -0.23 -0.23
O 7.588828 -4.820637 5.102641 4.92 -0.96 -0.99
O 9.545354 -4.955431 6.629719 0.04 0.56 -0.52
C 10.588599 -5.798761 6.142225 0.09 -0.49 -0.26
C 11.083267 -5.133096 4.865445 0.41 0.25 0.31
O 9.910986 -4.618800 4.237220 -0.36 -0.19 0.45
H 10.161082 -6.783877 5.933753 0.07 0.03 -0.02
H 11.378407 -5.897041 6.888503 -0.21 0.18 0.04
H 11.598969 -5.831022 4.205038 -0.26 0.09 -0.08
H 11.743829 -4.290167 5.090629 0.04 -0.10 0.03
O 7.120139 -1.756749 -8.612297 -0.35 1.06 0.08
S 6.332742 -0.573381 -8.420478 -0.11 -0.01 0.19
O 6.709134 0.704401 -8.947430 -0.12 -1.11 0.17
O 6.037417 -0.413728 -6.832704 0.22 -0.45 -0.94
C 4.626300 -0.399962 -6.607671 -0.64 0.30 0.09
C 4.029974 -1.222591 -7.739737 -0.04 -0.45 0.51
O 4.810661 -0.893098 -8.888817 0.69 0.56 0.17
H 4.284140 0.638001 -6.651683 -0.04 -0.08 0.04
H 4.392508 -0.816976 -5.627502 0.24 0.05 -0.11
H 2.977672 -0.993942 -7.910397 0.20 0.10 -0.19
H 4.142882 -2.294412 -7.550715 -0.06 0.06 0.05
O -6.953722 8.181174 -3.486031 -0.31 -0.44 -0.97
S -7.131888 7.284066 -4.590928 0.12 -0.19 0.05
O -7.442337 7.734019 -5.914979 0.34 -0.07 1.08
O -8.217533 6.157132 -4.157718 0.66 0.66 0.08
C -7.627094 4.860422 -4.259625 0.21 -0.55 -0.37
C -6.140453 5.075428 -4.021534 -0.10 -0.34 0.72
O -5.835104 6.310533 -4.670497 -0.85 0.48 -0.40
H -7.814555 4.478978 -5.267538 0.03 -0.01 0.06
H -8.067778 4.182006 -3.527830 -0.02 0.27 0.01
H -5.532882 4.266748 -4.428121 0.01 0.26 -0.11
H -5.924419 5.191302 -2.955474 -0.03 -0.14 -0.06
O -7.988554 -0.157056 -3.019162 -1.79 -2.17 -3.72
S -7.945604 -1.468117 -3.601091 -0.17 0.34 -0.42
O -6.724681 -2.190339 -3.796465 -0.85 0.72 0.43
O -8.757789 -1.430068 -5.008707 0.12 0.05 0.77
C -9.827136 -2.375049 -4.970126 -0.15 -0.61 -0.07
C -10.214916 -2.485499 -3.502347 -0.54 0.37 -0.20
O -8.980847 -2.420047 -2.786700 0.65 0.11 -0.48
H -9.452892 -3.329101 -5.352343 -0.08 0.03 0.03
H -10.657249 -2.036394 -5.591639 0.22 0.16 0.05
H -10.740088 -3.414712 -3.279711 0.28 0.03 0.10
H -10.831230 -1.636349 -3.191856 -0.03 -0.07 -0.07